A single CO3S3 molecule at a distorted geometry, computed with wB97M-V/def2-TZVPD.

Results
HOMO	-9.758	eV
energy above the lowest of the compared OMol25 structures with the same formula, charge and spin	88.6	kJ/mol

```
7
Properties=species:S:1:pos:R:3:forces:R:3
C 0.1699 -0.1483 -0.7141 1.86 0.47 -0.56
O 0.9411 -0.1493 -1.6330 -2.00 -0.19 0.56
O -1.1573 -0.1290 -0.6913 -0.12 -0.12 0.11
O 0.7657 -0.0640 0.5410 0.30 -0.27 -0.36
S -1.9876 -0.3569 0.7948 1.45 0.32 -0.11
S 0.0449 -0.0577 1.9720 -1.18 0.21 0.74
S 0.3192 1.6321 2.7876 -0.31 -0.42 -0.38
```
Positions in Å, forces in eV/Å.

***

A single C2H4NP molecule at a distorted geometry, computed with wB97M-V/def2-TZVPD.

Results
HOMO (spin up / spin down)	-8.607 / -8.549	eV
energy above the lowest of the compared OMol25 structures with the same formula, charge and spin	252.5	kJ/mol

```
8
Properties=species:S:1:pos:R:3:forces:R:3
C 0.0355 -0.7709 0.4940 2.16 -0.23 -1.01
C -0.0599 0.7136 0.3023 -1.35 -1.12 -1.39
N -0.5334 1.4506 -0.5957 -0.15 0.38 -1.03
P -0.4770 -1.2969 2.1910 -0.07 -0.03 -0.42
H -0.5035 -1.2326 -0.3785 0.78 -0.19 0.90
H 1.2437 -0.9629 0.4811 -2.77 0.01 -0.25
H 0.1718 1.2611 1.1127 1.42 1.71 3.20
H -0.8586 1.0133 -1.4528 -0.02 -0.54 0.00
```
Positions in Å, forces in eV/Å.

***

4 unconnected molecules or ions with the total composition CH10N2O3 at a distorted geometry, computed with wB97M-V/def2-TZVPD.

Results
HOMO	-8.863	eV
structure (SMILES)	[H]/N=C/N.O.O.O
energy above the lowest of the compared OMol25 structures with the same formula, charge and spin	245.9	kJ/mol

```
16
Properties=species:S:1:pos:R:3:forces:R:3
H 2.1221 0.5007 2.1219 0.01 -2.16 0.42
N 1.6929 -0.2696 1.5539 -0.55 2.38 -0.40
C 2.3467 -0.6384 0.4974 3.23 -0.04 5.85
N 1.9528 -0.2868 -0.6706 -2.44 0.91 -5.35
H 3.4201 -0.9861 0.7239 -1.20 -0.26 -1.21
H 1.4585 -0.8511 -1.3702 0.97 -0.25 0.08
H 1.4712 0.6200 -0.7053 -0.21 -0.79 0.59
O -2.9454 0.8633 -0.3855 0.34 0.42 1.11
H -2.1706 0.8107 0.2500 -0.79 -0.21 -0.77
H -3.6559 1.2133 0.1822 0.33 -0.20 -0.59
O -1.1052 -0.0198 1.3030 1.72 1.00 -2.32
H -0.1648 -0.3202 1.3890 -0.08 0.42 0.40
H -1.6590 -0.3124 1.9679 -1.29 -1.21 2.20
O -0.5284 -0.0935 -2.1936 -0.34 -0.42 -2.02
H -0.9759 -0.2363 -3.0788 0.83 0.30 1.63
H -1.2589 0.0063 -1.5851 -0.53 0.10 0.40
```
Positions in Å, forces in eV/Å.

***

5 unconnected molecules or ions with the total composition C24H38N3O14 at a distorted geometry, computed with wB97M-V/def2-TZVPD.

Results
HOMO	-11.660	eV
net charge	+1

```
79
Properties=species:S:1:pos:R:3:forces:R:3
C -0.3008 1.5067 0.5054 -0.80 -0.03 -0.84
C 0.1436 0.0822 1.1869 -0.95 0.31 0.38
C 1.6493 0.0613 1.8353 -0.50 -2.33 -2.16
O 1.9750 1.2072 2.6978 -2.69 -0.50 3.60
C 1.2409 1.1790 3.9726 -1.76 -2.19 3.83
N 0.4287 2.3189 4.6214 0.16 -4.79 2.22
C -0.2103 1.8519 5.9461 1.93 -1.78 -2.13
N 0.1476 0.3911 6.2347 2.10 3.73 -5.13
C -0.2504 -0.5250 7.3714 -0.47 -1.06 0.10
C 0.8398 -0.6358 8.5909 -0.56 4.04 6.01
O 0.6882 0.1234 9.7102 0.74 -4.87 -7.57
C 1.0515 -0.0639 5.0701 -0.03 2.80 -1.07
N 1.6604 -1.4737 4.9865 0.29 3.27 0.99
H 0.5707 2.1223 0.0247 -1.46 -1.30 1.06
H -1.0424 1.2335 -0.3876 1.57 0.66 1.99
H -0.9170 2.2176 1.2154 1.41 -1.51 -1.24
H -0.0304 -0.7515 0.3509 0.93 1.65 2.02
H -0.6520 -0.1760 2.0350 1.74 0.52 -1.73
H 1.8090 -0.9926 2.3705 -0.34 2.45 -0.82
H 2.4234 0.0669 0.9353 -1.48 0.45 2.16
H 0.3292 3.2729 4.1602 -0.06 -1.62 1.15
H -0.8968 2.5211 6.6553 1.82 -1.58 -1.90
H -1.3045 -0.1796 7.7533 2.29 -0.65 -0.50
H -0.3530 -1.6144 6.8956 0.10 2.44 0.97
H 1.7667 -1.3876 8.6111 -2.10 1.50 -0.48
H 2.6535 -1.3239 4.6392 -1.61 -0.21 0.36
H 1.7989 -1.8737 5.9536 -0.42 0.71 -1.28
C -2.3617 4.3237 10.3887 0.28 -0.30 -0.11
C -2.3502 5.4960 9.4292 -0.04 -0.60 1.47
C -3.7176 5.9743 9.0441 -0.62 0.36 0.61
O -3.4908 6.5514 7.7701 0.99 -0.42 -0.81
C -2.4127 5.8986 7.2379 0.32 0.50 -2.12
O -2.0495 5.9991 6.0795 -0.65 -0.41 2.36
O -1.8003 5.1175 8.1778 -0.22 0.39 -1.15
H -1.3512 3.9191 10.5090 -0.12 0.18 0.11
H -2.7419 4.6212 11.3704 0.08 0.01 -0.16
H -2.9816 3.5053 10.0065 -0.04 0.20 0.01
H -1.7362 6.3094 9.8345 -0.13 -0.01 -0.08
H -4.1123 6.7185 9.7410 0.04 -0.02 -0.26
H -4.4490 5.1661 8.9321 0.16 -0.04 0.11
C -0.5123 -5.3678 -0.8704 0.11 0.10 0.39
C -1.6940 -4.5939 -1.4179 0.77 -1.25 0.20
C -1.4834 -4.0743 -2.8080 0.24 -0.61 -0.77
O -2.3356 -2.9428 -2.8426 -0.34 0.72 1.02
C -2.4356 -2.4963 -1.5533 -0.90 1.79 0.43
O -2.9329 -1.4326 -1.2291 1.11 -2.06 -0.64
O -1.9011 -3.4011 -0.6790 -0.53 1.13 -0.46
H -0.6576 -5.5840 0.1933 -0.08 -0.09 -0.21
H -0.3761 -6.3114 -1.4069 -0.08 0.14 0.05
H 0.4122 -4.7851 -0.9466 -0.16 -0.03 -0.13
H -2.6068 -5.1976 -1.3454 0.05 0.09 -0.09
H -1.7719 -4.7991 -3.5739 -0.03 0.27 0.05
H -0.4576 -3.7402 -3.0003 -0.05 -0.13 0.11
C -1.8911 -0.2425 -5.1096 -0.25 -0.30 0.22
C -0.4239 -0.5611 -5.3123 -1.25 0.87 0.38
C 0.1002 -0.1611 -6.6584 0.02 0.88 -0.29
O 1.1734 -1.0663 -6.8487 0.02 -0.97 0.48
C 0.8647 -2.1869 -6.1271 1.15 -2.03 -0.19
O 1.4650 -3.2440 -6.2056 -1.28 2.25 0.18
O -0.2077 -1.9628 -5.3096 0.99 -0.56 -0.58
H -2.2551 -0.6951 -4.1811 0.11 0.19 -0.09
H -2.0575 0.8378 -5.0644 0.10 -0.12 0.00
H -2.5018 -0.6573 -5.9189 0.19 0.08 0.02
H 0.1722 -0.1270 -4.5005 0.05 0.01 -0.13
H 0.4577 0.8719 -6.6782 0.10 -0.23 -0.06
H -0.6215 -0.3053 -7.4702 -0.09 0.01 0.21
C 3.2752 -1.9199 -8.9660 0.33 -0.02 0.18
C 3.2052 -0.8656 -10.0517 -0.39 -0.92 1.09
C 2.8935 -1.4178 -11.4099 -0.74 -0.38 -0.26
O 3.4864 -0.4614 -12.2709 0.76 0.56 0.24
C 4.5204 0.0981 -11.5714 1.83 1.51 -1.05
O 5.3698 0.8225 -12.0589 -1.92 -1.62 1.09
O 4.4745 -0.2662 -10.2546 0.23 0.46 -1.05
H 3.6585 -1.4855 -8.0366 -0.25 -0.05 -0.13
H 2.2895 -2.3532 -8.7728 0.19 0.12 -0.03
H 3.9644 -2.7260 -9.2407 -0.12 0.14 -0.12
H 2.5014 -0.0748 -9.7651 -0.02 -0.04 -0.12
H 1.8186 -1.4911 -11.5953 0.19 0.10 -0.13
H 3.3570 -2.3916 -11.6040 -0.02 0.05 0.22
```
Positions in Å, forces in eV/Å.

***

10 unconnected molecules or ions with the total composition C28H40F9N9O3S at a distorted geometry, computed with wB97M-V/def2-TZVPD.

Results
HOMO	-9.877	eV
structure (SMILES)	O=C1C[C@](O)(CCCCC(F)(F)C(F)(F)S(F)(F)(F)(F)F)CO1.CC#N.CC#N.CC#N.CC#N.CC#N.CC#N.CC#N.CC#N.CC#N

```
90
Properties=species:S:1:pos:R:3:forces:R:3
O -3.2142 3.6709 1.2665 -0.81 -0.99 0.80
C -2.6783 2.6105 1.1066 -0.56 -0.45 1.61
C -3.0642 1.4662 0.1686 1.13 0.91 0.26
C -1.8683 0.5428 0.2907 1.34 -1.76 -0.26
O -1.2142 0.1895 -0.9378 -0.48 0.43 -0.18
C -2.0986 -0.7915 1.0519 -1.02 2.11 0.01
C -3.0235 -0.5693 2.2608 0.10 -0.74 0.24
C -2.8194 -1.5252 3.4678 -0.06 0.36 -0.82
C -1.7915 -2.6316 3.2710 0.16 -0.21 0.82
C -0.4308 -2.2234 3.8340 -1.40 0.25 -0.67
F -0.5237 -2.1996 5.1861 0.46 -0.07 0.11
F -0.1373 -0.9600 3.4384 0.40 -0.02 -0.01
C 0.6580 -3.2292 3.4016 0.29 -0.88 0.41
F 0.4964 -3.6291 2.1283 0.06 0.58 0.28
F 0.4884 -4.3301 4.1703 0.14 0.36 -0.22
S 2.4619 -2.6451 3.5812 0.41 -0.75 -0.10
F 2.8092 -3.7373 4.6673 -0.06 -0.06 0.19
F 2.9316 -3.6768 2.4635 -0.04 -0.10 -0.21
F 2.2076 -1.5614 2.4599 -0.28 0.31 -0.15
F 2.0855 -1.6478 4.7309 -0.23 0.36 0.03
F 3.9509 -2.1279 3.6562 0.25 0.07 0.18
C -0.8192 1.3842 0.9855 0.04 0.97 -0.29
O -1.5627 2.2835 1.8274 -0.03 0.14 -0.30
H -4.0088 1.0444 0.4690 -0.35 -0.01 -0.13
H -3.0890 1.9100 -0.8191 -0.36 -0.13 -0.39
H -1.8910 -0.1650 -1.5255 -0.04 -0.24 -0.09
H -1.1111 -1.1409 1.3075 0.11 -0.38 -0.05
H -2.5933 -1.4327 0.3472 0.12 -0.58 -0.14
H -2.9918 0.4481 2.6274 0.27 0.22 0.10
H -4.0435 -0.7062 1.9167 -0.21 -0.02 -0.11
H -3.7602 -1.9958 3.7019 -0.26 -0.13 0.04
H -2.5856 -0.9275 4.3353 0.18 0.00 0.34
H -2.0945 -3.4731 3.8893 0.03 -0.28 0.05
H -1.7196 -3.0039 2.2588 -0.01 0.16 -0.24
H -0.0302 0.8382 1.4807 -0.26 -0.20 0.73
H -0.3034 2.0284 0.2716 0.00 -0.16 -0.37
C -2.2570 0.2179 -4.8846 -0.01 -0.15 0.01
C -3.0318 -0.2133 -3.7290 -0.06 0.27 -0.25
N -3.6658 -0.4903 -2.8142 0.01 -0.14 0.27
H -2.8256 0.0506 -5.7969 -0.03 -0.01 0.00
H -2.0327 1.2786 -4.7927 0.02 0.01 0.00
H -1.3241 -0.3376 -4.9361 0.04 0.04 -0.04
C -0.5799 -5.8250 -0.6810 -0.27 -0.05 0.18
C -1.2952 -4.6033 -0.3330 0.05 -0.12 -0.04
N -1.8507 -3.6374 -0.0594 -0.01 -0.20 -0.06
H -0.5571 -5.9437 -1.7586 0.05 -0.03 -0.04
H 0.4393 -5.7712 -0.3108 0.04 -0.04 -0.02
H -1.0771 -6.6848 -0.2348 -0.03 0.02 0.03
C 1.1093 2.7113 -4.1803 0.02 -0.27 -0.31
C 1.0435 1.4004 -4.8149 0.18 0.14 0.08
N 0.9920 0.3678 -5.3140 0.01 -0.15 -0.09
H 0.2111 2.8873 -3.6045 -0.06 0.03 0.06
H 1.9708 2.7543 -3.5163 0.00 0.03 0.02
H 1.2121 3.4889 -4.9422 -0.18 -0.22 0.33
C -1.9483 5.0142 -0.5344 0.49 -0.06 -0.67
C -1.1456 4.8589 -1.7404 -0.24 0.23 0.21
N -0.5275 4.7303 -2.6976 0.04 0.08 -0.17
H -1.3988 5.6059 0.1910 0.03 0.00 0.03
H -2.8810 5.5189 -0.7769 -0.05 -0.05 0.03
H -2.1727 4.0370 -0.1123 0.43 1.07 -0.91
C -3.2100 -3.8104 7.4772 -0.02 0.02 -0.02
C -3.8042 -2.7116 6.7251 0.12 -0.17 0.13
N -4.2619 -1.8473 6.1290 -0.21 0.14 0.06
H -2.7146 -3.4222 8.3643 0.02 -0.01 0.02
H -3.9849 -4.5118 7.7783 0.00 -0.02 0.01
H -2.4791 -4.3274 6.8588 0.02 -0.01 0.01
C 2.4013 -3.2330 -1.9114 -0.07 0.01 0.07
C 1.9741 -4.5479 -2.3690 0.16 0.17 0.02
N 1.6419 -5.5873 -2.7175 0.04 -0.17 -0.17
H 1.5701 -2.7234 -1.4248 0.00 0.02 0.00
H 3.2221 -3.3391 -1.2039 0.00 0.01 -0.01
H 2.7289 -2.6433 -2.7617 0.04 0.10 -0.05
C 5.6600 -1.0651 1.3332 0.02 0.05 -0.09
C 6.1058 -0.2335 0.2204 -0.05 -0.14 0.18
N 6.4555 0.4195 -0.6531 0.06 0.13 -0.21
H 6.1917 -0.7855 2.2398 -0.01 -0.01 0.03
H 4.5936 -0.9288 1.4907 -0.02 0.01 0.01
H 5.8570 -2.1122 1.1132 0.00 -0.03 0.02
C 4.4737 3.3332 -6.7483 -0.01 0.00 0.02
C 3.4601 4.2000 -6.1609 0.19 -0.06 -0.15
N 2.6546 4.8715 -5.6996 0.07 0.34 -0.05
H 4.4257 3.3956 -7.8331 0.01 -0.01 -0.02
H 5.4610 3.6442 -6.4142 0.02 -0.01 0.00
H 4.2991 2.3036 -6.4417 0.00 -0.02 0.00
C 1.6434 7.8031 -2.6909 -0.05 0.02 -0.02
C 0.8464 7.4939 -1.5123 0.19 0.01 -0.17
N 0.2286 7.2273 -0.5864 -0.05 0.16 0.30
H 1.0704 7.5781 -3.5879 0.01 -0.05 -0.02
H 1.9121 8.8573 -2.6877 0.01 0.01 -0.01
H 2.5490 7.2008 -2.6891 0.00 -0.03 -0.03
```
Positions in Å, forces in eV/Å.

***

2 unconnected molecules or ions with the total composition C6H11N4P at a distorted geometry, computed with wB97M-V/def2-TZVPD.

Results
HOMO (spin up / spin down)	-7.400 / -6.990	eV
energy above the lowest of the compared OMol25 structures with the same formula, charge and spin	220.8	kJ/mol

```
22
Properties=species:S:1:pos:R:3:forces:R:3
C -2.0603 0.3096 2.0333 1.59 0.57 1.58
C -2.4980 -1.2182 0.1559 0.07 0.25 -1.94
C -1.0011 0.8870 1.3154 -1.58 1.26 0.17
C -1.5480 -0.5720 -0.6373 -1.50 -1.82 0.93
C -2.8052 -0.8072 1.4707 -2.89 -0.27 2.17
C -0.9549 0.4441 -0.0072 2.09 1.27 0.88
N -3.8424 -1.2677 2.1973 2.63 1.62 -0.17
N 3.1442 1.5447 -2.2602 1.60 -2.51 1.76
N 2.4330 0.6746 0.3598 0.71 2.94 -1.26
N 2.2456 -0.8800 -1.6184 1.03 -1.70 -1.91
P 1.8940 0.7394 -1.3028 0.72 0.67 -0.21
H -2.2818 0.5428 3.1363 0.34 -0.14 -1.90
H -3.2251 -1.8649 -0.3071 0.24 -0.71 -0.12
H -0.4438 1.8487 1.5835 -0.84 -1.69 0.10
H -1.2614 -0.9649 -1.5837 -0.06 0.05 -0.80
H -4.3270 -2.0792 1.8657 -0.02 -0.40 -0.94
H 3.2032 2.5266 -2.2115 -0.56 1.51 -0.02
H 4.1055 1.2349 -1.9087 -1.53 0.24 -0.71
H 1.9681 -0.1031 0.6949 -1.12 -2.03 1.36
H 2.0390 1.5054 0.8407 0.44 -0.82 -0.21
H 2.9417 -1.5530 -1.1191 -1.45 2.16 -1.25
H 2.2747 -0.9476 -2.6978 0.09 -0.47 2.50
```
Positions in Å, forces in eV/Å.

***

| no. | molecular weight (g/mol) | total energy (Eh) |
| --- | --- | --- |
| 1 | 156.209 | -1458.3307 |
| 2 | 73.035 | -474.5775 |
| 3 | 98.102 | -379.2541 |
| 4 | 592.575 | -2154.4330 |
| 5 | 753.737 | -3106.2823 |
| 6 | 170.156 | -795.4237 |